Entry 1:
Entry from the OMol25 dataset: a 11-piece molecular cluster, C31H75BrF10O12S overall (ωB97M-V with the def2-TZVPD basis set).

Computed properties:
lowest unoccupied orbital energy = 0.328 eV
HOMO level = -9.7 eV
HOMO-LUMO gap = 10.0 eV
SMILES = CC[C@H](F)[C@H](CCCCC(F)(F)C(F)(F)S(F)(F)(F)(F)F)OC(=O)Br.CCO.CCO.CCO.CCO.CCO.CCO.CCO.CCO.CCO.CCO

The geometry in ORCA input format:
```
! wB97M-V def2-TZVPD RIJCOSX def2/J DEFGRID3
* xyz 0 1
C 3.641 -2.134 1.505
C 3.185 -1.087 0.485
C 1.863 -1.475 -0.141
F 1.898 -2.818 -0.548
C 1.448 -0.604 -1.345
C -0.042 -0.316 -1.458
C -0.616 0.395 -0.229
C -1.432 -0.446 0.761
C -2.846 -0.810 0.296
C -3.102 -2.117 -0.430
F -2.730 -2.047 -1.738
F -4.444 -2.354 -0.409
C -2.367 -3.345 0.187
F -2.487 -3.270 1.518
F -1.082 -3.270 -0.116
S -2.982 -5.094 -0.300
F -2.317 -5.692 1.011
F -4.324 -4.824 0.500
F -3.648 -4.555 -1.627
F -1.666 -5.419 -1.107
F -3.528 -6.545 -0.646
O 1.807 -1.281 -2.592
C 3.021 -1.005 -3.041
O 4.044 -1.518 -2.744
Br 2.975 0.417 -4.340
H 2.780 -2.461 2.099
H 4.367 -1.714 2.195
H 4.041 -3.023 1.024
H 3.046 -0.146 1.019
H 3.949 -0.924 -0.274
H 1.091 -1.434 0.625
H 2.015 0.330 -1.317
H -0.546 -1.248 -1.708
H -0.167 0.330 -2.329
H -1.233 1.237 -0.540
H 0.219 0.800 0.346
H -1.554 0.174 1.651
H -0.873 -1.309 1.108
H -3.519 -0.832 1.154
H -3.228 -0.048 -0.389
C 2.541 4.222 1.334
C 1.501 3.176 0.985
O 1.801 1.904 1.562
H 3.528 3.901 0.999
H 2.304 5.177 0.863
H 2.589 4.376 2.415
H 1.464 3.022 -0.092
H 0.505 3.496 1.307
H 1.819 2.006 2.519
C -0.192 7.416 -0.687
C -1.233 6.365 -1.013
O -0.944 5.106 -0.407
H 0.795 7.083 -1.009
H -0.418 8.357 -1.188
H -0.150 7.601 0.390
H -1.257 6.182 -2.084
H -2.230 6.701 -0.704
H -0.930 5.237 0.545
C -6.882 -8.777 -1.464
C -6.491 -9.185 -0.056
O -5.084 -9.143 0.148
H -6.391 -9.421 -2.194
H -7.961 -8.844 -1.607
H -6.575 -7.748 -1.666
H -6.788 -10.215 0.139
H -6.997 -8.549 0.679
H -4.792 -8.239 -0.007
C -1.064 6.930 -6.234
C -0.812 6.772 -4.746
O 0.554 6.964 -4.399
H -0.448 6.230 -6.798
H -2.112 6.750 -6.477
H -0.809 7.940 -6.563
H -1.057 5.760 -4.426
H -1.442 7.466 -4.176
H 0.806 7.857 -4.652
C -1.055 -2.698 5.647
C -1.486 -1.671 4.619
O -0.375 -1.045 3.978
H -0.417 -2.247 6.406
H -1.920 -3.144 6.141
H -0.485 -3.501 5.175
H -2.044 -0.863 5.092
H -2.137 -2.132 3.868
H 0.141 -1.734 3.547
C 6.126 -5.318 -2.151
C 7.049 -4.332 -2.843
O 6.421 -3.682 -3.940
H 5.774 -6.069 -2.860
H 6.636 -5.825 -1.330
H 5.251 -4.805 -1.745
H 7.916 -4.846 -3.258
H 7.413 -3.589 -2.125
H 5.658 -3.207 -3.591
C -2.034 11.061 -3.140
C -1.722 10.969 -1.657
O -0.342 11.204 -1.386
H -1.428 10.344 -3.696
H -3.087 10.855 -3.335
H -1.806 12.058 -3.522
H -1.939 9.968 -1.288
H -2.339 11.676 -1.091
H -0.137 12.088 -1.703
C -0.577 -6.298 9.550
C -0.922 -5.259 8.499
O 0.236 -4.704 7.882
H 0.066 -5.864 10.315
H -1.478 -6.685 10.027
H -0.044 -7.139 9.101
H -1.443 -4.417 8.953
H -1.582 -5.690 7.738
H 0.718 -5.420 7.458
C -4.561 1.381 -4.346
C -4.077 1.031 -2.952
O -2.690 1.315 -2.775
H -3.983 0.840 -5.094
H -5.615 1.128 -4.468
H -4.444 2.450 -4.539
H -4.183 -0.038 -2.770
H -4.668 1.564 -2.199
H -2.563 2.258 -2.923
C 7.888 -1.013 1.615
C 7.320 0.303 1.117
O 5.946 0.459 1.459
H 7.314 -1.849 1.213
H 8.931 -1.128 1.315
H 7.840 -1.067 2.705
H 7.357 0.345 0.029
H 7.903 1.145 1.505
H 5.874 0.441 2.418
*
```

Atomic partial charges in e from the Löwdin method, atoms 1 to 2: -0.08 -0.18

Entry 2:
Entry from the OMol25 dataset: a 9-piece molecular cluster, C31H75F4NO11PS overall (ωB97M-V with the def2-TZVPD basis set).

Computed properties:
lowest unoccupied orbital energy = -2.514 eV
HOMO level = -11.6 eV
HOMO-LUMO gap = 9.1 eV

The geometry in ORCA input format:
```
! wB97M-V def2-TZVPD RIJCOSX def2/J DEFGRID3
* xyz 1 1
C 2.409 -5.868 -1.051
O 3.235 -5.183 -1.975
C 3.060 -3.786 -2.016
C 3.616 -3.089 -0.775
C 3.332 -1.563 -0.649
C 2.352 -0.977 -1.665
C 0.866 -1.279 -1.386
C 0.422 -2.129 -0.223
C -1.129 -2.082 -0.319
C -1.675 -3.234 -1.182
C -1.483 -4.645 -0.602
O -1.017 -5.556 -1.592
C -1.786 -5.701 -2.716
C -3.263 -5.926 -2.522
O -1.262 -5.683 -3.787
C -1.712 -2.044 1.097
F -1.412 -0.831 1.644
F -1.108 -2.979 1.859
C -3.236 -2.243 1.235
F -3.528 -2.502 2.521
F -3.841 -1.089 0.871
C -1.420 -0.747 -1.054
N -0.069 -0.082 -1.309
P 0.260 1.192 -0.046
S 1.646 0.900 1.238
H 1.773 -6.590 -1.562
H 1.755 -5.193 -0.486
H 3.027 -6.389 -0.317
H 2.003 -3.554 -2.216
H 3.626 -3.454 -2.889
H 4.698 -3.228 -0.818
H 3.291 -3.592 0.138
H 3.000 -1.338 0.361
H 4.277 -1.035 -0.773
H 2.479 0.111 -1.679
H 2.586 -1.311 -2.673
H 0.495 -1.787 -2.285
H 0.785 -1.771 0.739
H 0.731 -3.170 -0.304
H -1.211 -3.185 -2.169
H -2.741 -3.042 -1.350
H -0.700 -4.637 0.154
H -2.388 -5.027 -0.120
H -3.503 -6.399 -1.572
H -3.612 -6.525 -3.357
H -3.782 -4.965 -2.569
H -3.632 -3.054 0.624
H -2.130 -0.080 -0.574
H -1.836 -0.944 -2.042
H -0.114 0.392 -2.223
H 0.500 2.290 -0.879
H -0.989 1.431 0.533
C 2.236 3.499 5.720
C 1.132 3.890 4.758
O 1.393 3.423 3.430
H 3.193 3.898 5.384
H 2.030 3.878 6.721
H 2.331 2.411 5.780
H 1.049 4.973 4.692
H 0.168 3.501 5.100
H 1.452 2.463 3.464
C -1.578 1.560 -5.529
C -1.580 1.353 -4.033
O -0.358 1.821 -3.430
H -0.754 1.032 -6.009
H -2.515 1.216 -5.967
H -1.471 2.625 -5.740
H -1.662 0.289 -3.793
H -2.425 1.880 -3.581
H -0.286 2.761 -3.638
C 7.066 -6.189 -1.881
C 6.183 -7.219 -1.204
O 5.553 -6.697 -0.036
H 7.829 -5.828 -1.191
H 7.559 -6.612 -2.757
H 6.471 -5.332 -2.207
H 6.773 -8.070 -0.867
H 5.425 -7.587 -1.903
H 5.025 -5.940 -0.315
C -2.676 5.322 4.601
C -2.650 5.226 6.115
O -1.429 5.725 6.652
H -1.836 4.770 4.175
H -3.604 4.920 4.190
H -2.586 6.362 4.281
H -2.718 4.187 6.437
H -3.497 5.767 6.549
H -1.354 6.651 6.399
C 0.202 -3.672 5.917
C 0.123 -4.876 4.998
O -1.220 -5.181 4.634
H -0.382 -3.847 6.820
H 1.234 -3.463 6.203
H -0.202 -2.783 5.425
H 0.517 -5.762 5.494
H 0.722 -4.706 4.095
H -1.583 -4.407 4.190
C -4.520 5.523 -5.738
C -3.868 4.234 -5.282
O -3.004 4.401 -4.158
H -3.759 6.264 -5.987
H -5.142 5.353 -6.617
H -5.145 5.938 -4.946
H -3.241 3.830 -6.076
H -4.633 3.484 -5.045
H -3.528 4.751 -3.422
C 4.620 4.813 2.403
C 4.731 4.479 0.929
O 4.752 3.073 0.693
H 5.450 4.368 2.954
H 4.637 5.893 2.558
H 3.687 4.421 2.816
H 5.666 4.858 0.517
H 3.909 4.939 0.369
H 3.932 2.697 1.025
C -4.793 7.250 -0.288
C -4.712 7.148 -1.797
O -4.694 5.786 -2.242
H -3.950 6.735 0.175
H -4.781 8.292 0.029
H -5.713 6.793 0.084
H -3.789 7.589 -2.167
H -5.549 7.672 -2.266
H -5.508 5.362 -1.949
*
```

Atomic partial charges in e from the Löwdin method, atoms 1 to 2: -0.08 -0.17

Entry 3:
Entry from the OMol25 dataset: a 11-piece molecular cluster, C31H75NO22 overall (ωB97M-V with the def2-TZVPD basis set).

Computed properties:
lowest unoccupied orbital energy = 0.308 eV
HOMO level = -8.6 eV
HOMO-LUMO gap = 8.9 eV
SMILES = CCOC(=O)OC.CCOC(=O)OC.CCOC(=O)OC.CCOC(=O)OC.CCOC(=O)OC.COCCNCCOC.CO.CO.CO.CO.CO

The geometry in ORCA input format:
```
! wB97M-V def2-TZVPD RIJCOSX def2/J DEFGRID3
* xyz 0 1
C 1.205 -0.348 3.728
C -0.189 -0.242 4.388
O -0.100 0.569 5.531
C 0.440 0.044 6.702
O 0.961 -1.067 6.863
O 0.351 0.968 7.737
C 0.898 0.689 9.018
H 1.867 -0.873 4.417
H 1.675 0.611 3.510
H 1.213 -1.034 2.881
H -0.624 -1.232 4.523
H -0.849 0.186 3.634
H 0.890 1.584 9.640
H 1.924 0.331 8.935
H 0.256 -0.070 9.466
C -1.022 -3.618 -3.301
C -1.697 -3.321 -2.020
O -2.198 -4.487 -1.383
C -2.863 -4.576 -0.228
O -3.255 -5.649 0.249
O -2.999 -3.391 0.303
C -3.868 -3.214 1.443
H -1.712 -4.090 -4.001
H -0.274 -4.380 -3.081
H -0.462 -2.821 -3.790
H -2.522 -2.633 -2.209
H -0.965 -2.856 -1.360
H -4.510 -4.077 1.619
H -4.455 -2.306 1.301
H -3.213 -3.201 2.314
C 2.156 -5.069 -4.502
C 2.529 -4.020 -3.425
O 3.180 -2.866 -4.018
C 2.562 -1.802 -4.467
O 1.397 -1.498 -4.259
O 3.497 -1.013 -5.084
C 3.071 0.139 -5.675
H 1.670 -5.966 -4.118
H 3.018 -5.400 -5.081
H 1.377 -4.732 -5.186
H 3.302 -4.583 -2.903
H 1.799 -3.714 -2.676
H 3.964 0.680 -5.986
H 2.425 0.737 -5.031
H 2.459 -0.135 -6.534
C 4.968 -2.023 5.343
C 5.048 -1.562 3.909
O 4.302 -2.415 3.084
C 4.699 -2.576 1.797
O 5.834 -2.339 1.310
O 3.673 -3.185 1.211
C 3.845 -3.863 -0.033
H 5.604 -1.533 6.080
H 5.228 -3.076 5.449
H 3.915 -1.989 5.619
H 6.096 -1.562 3.609
H 4.636 -0.554 3.846
H 2.849 -4.049 -0.434
H 4.386 -4.808 0.030
H 4.307 -3.216 -0.778
C -4.327 5.613 -2.807
C -3.149 5.624 -1.821
O -1.880 5.761 -2.459
C -0.664 5.538 -1.831
O 0.378 6.066 -2.193
O -0.806 4.752 -0.830
C 0.279 4.433 -0.041
H -4.313 4.677 -3.366
H -4.311 6.464 -3.488
H -5.328 5.627 -2.374
H -3.295 4.734 -1.209
H -3.240 6.484 -1.159
H 1.055 3.990 -0.666
H 0.018 3.718 0.740
H 0.640 5.338 0.446
C -7.267 2.804 1.702
O -6.397 2.289 0.739
C -5.235 3.023 0.513
C -4.204 2.158 -0.255
N -4.657 1.968 -1.639
C -3.857 1.072 -2.420
C -2.507 1.721 -2.772
O -1.927 0.919 -3.793
C -0.528 1.041 -4.042
H -8.157 2.191 1.841
H -7.788 3.748 1.538
H -6.792 2.966 2.670
H -4.821 3.346 1.468
H -5.463 3.930 -0.047
H -4.085 1.220 0.287
H -3.217 2.620 -0.291
H -5.629 1.697 -1.591
H -4.387 0.852 -3.347
H -3.716 0.112 -1.924
H -1.878 1.703 -1.882
H -2.566 2.785 -3.002
H -0.363 2.106 -4.208
H -0.147 0.476 -4.892
H -0.104 0.729 -3.088
C 1.461 -0.658 -0.640
O 1.043 0.666 -0.346
H 0.935 -0.740 -1.591
H 2.504 -0.833 -0.905
H 1.028 -1.444 -0.021
H 1.521 1.247 -0.941
C 2.821 3.076 -2.930
O 2.614 2.321 -1.785
H 2.272 2.717 -3.801
H 2.526 4.107 -2.734
H 3.887 3.154 -3.143
H 3.068 2.781 -1.075
C 0.233 -4.322 2.225
O 0.374 -3.727 0.993
H 1.009 -4.976 2.622
H 0.100 -3.573 3.006
H -0.640 -4.973 2.286
H 0.490 -4.400 0.318
C -1.638 -0.435 0.933
O -1.215 0.898 1.053
H -0.873 -1.112 1.314
H -2.601 -0.492 1.441
H -1.825 -0.767 -0.088
H -0.323 1.009 0.718
C 3.934 2.463 1.291
O 3.900 3.395 0.215
H 3.585 2.842 2.252
H 3.331 1.614 0.967
H 4.975 2.209 1.486
H 4.440 4.154 0.448
*
```

Atomic partial charges in e from the Löwdin method, atoms 1 to 2: -0.05 -0.22